(1)
DFT (wB97M-V/def2-TZVPD) results for the molecule C27H28N4O5.

The geometry in XYZ format:
```
64
Properties=species:S:1:pos:R:3
O 1.28129 2.59586 2.38341
C 0.54380 1.68860 2.04791
C 0.36631 0.45795 2.94402
N -0.07373 -0.74937 2.27313
C -1.39808 -1.04755 2.27853
O -2.20590 -0.37133 2.88832
C -1.83507 -2.23867 1.43472
C -3.21813 -1.92928 0.86468
C -3.15438 -0.67575 0.01063
O -2.10847 -0.15003 -0.31360
N -4.38091 -0.21865 -0.35500
C -4.71876 0.90908 -1.09831
C -3.78912 1.79144 -1.64517
C -4.27128 2.87585 -2.35451
C -5.64128 3.04316 -2.49950
C -6.47569 2.10183 -1.91986
N -6.03166 1.06196 -1.23723
C 0.92803 -1.57456 1.70712
C 1.09096 -2.88314 2.15602
C 2.09667 -3.67392 1.63934
C 2.95748 -3.17590 0.66970
C 2.78278 -1.86840 0.20230
C 1.77824 -1.07127 0.73395
O 3.57041 -1.33789 -0.77909
C 4.32989 -2.29977 -1.47519
C 4.96655 -3.28043 -0.49182
O 3.96439 -3.98404 0.20970
N -0.17806 1.68467 0.92041
C -0.17944 2.77315 -0.02770
C 0.28064 2.31320 -1.41155
C 1.74217 1.96310 -1.55688
C 2.14375 1.33203 -2.73129
C 3.47016 1.02088 -2.95743
C 4.42545 1.33211 -2.00487
C 4.03682 1.94477 -0.82897
C 2.70665 2.26174 -0.60447
H 1.31265 0.27454 3.45752
H -0.39628 0.71570 3.68784
H -1.12053 -2.41088 0.63058
H -1.88824 -3.12969 2.06143
H -3.58266 -2.76069 0.25775
H -3.91648 -1.75601 1.68555
H -5.19916 -0.71510 -0.02472
H -2.73532 1.62389 -1.51202
H -3.58252 3.58442 -2.79082
H -6.04833 3.87855 -3.04612
H -7.55210 2.17551 -1.99988
H 0.44185 -3.27086 2.92500
H 2.24604 -4.68390 1.98524
H 1.68359 -0.06480 0.36198
H 5.08517 -1.74777 -2.03527
H 3.68497 -2.85322 -2.17165
H 5.56732 -4.03058 -1.00778
H 5.59643 -2.72349 0.21507
H -0.78025 0.90316 0.69392
H -1.19985 3.16719 -0.10811
H 0.46198 3.56201 0.36879
H -0.31238 1.43800 -1.69425
H 0.05130 3.10881 -2.12797
H 1.40136 1.08676 -3.47891
H 3.75902 0.53566 -3.87929
H 5.46573 1.09697 -2.17911
H 4.77157 2.18381 -0.07415
H 2.44088 2.73535 0.32718
```

Calculated values
HOMO level (eV): -8.31
Gap between HOMO and LUMO (eV): 8.923
SMILES string: O=C(CN(C(=O)CCC(=O)Nc1ccccn1)c1ccc2c(c1)OCCO2)NCCc1ccccc1
Spin multiplicity: 1

How positive or negative is each atom? The Löwdin charges in e answer that:
1 O 0.045
2 C -0.482
3 C -0.024
4 N -0.005
5 C -0.455
6 O 0.075
7 C -0.087
8 C -0.092
9 C -0.427
10 O 0.059
11 N 0.158
12 C -0.283
13 C 0.005
14 C -0.059
15 C -0.072
16 C -0.145
17 N 0.112
18 C -0.223
19 C -0.021
20 C 0.016
21 C -0.197
22 C -0.172
23 C 0.107
24 O -0.031
25 C -0.144
26 C -0.144
27 O -0.024
28 N 0.096
29 C -0.163
30 C -0.133
31 C -0.224
32 C -0.049
33 C -0.096
34 C -0.111
35 C -0.074
36 C -0.038
37 H 0.143
38 H 0.136
39 H 0.121
40 H 0.127
41 H 0.129
42 H 0.125
43 H 0.151
44 H 0.080
45 H 0.108
46 H 0.098
47 H 0.106
48 H 0.119
49 H 0.122
50 H 0.114
51 H 0.128
52 H 0.142
53 H 0.133
54 H 0.141
55 H 0.100
56 H 0.118
57 H 0.120
58 H 0.104
59 H 0.123
60 H 0.112
61 H 0.102
62 H 0.100
63 H 0.107
64 H 0.093

=====

(2)
DFT (wB97M-V/def2-TZVPD) results for a structure of composition C27H28NO7PS2SiZr.

The geometry in XYZ format:
```
68
Properties=species:S:1:pos:R:3
Zr 0.50708 -0.65681 0.23690
O 1.91594 1.03008 -0.30287
S 2.51076 1.15333 1.11716
O 2.02180 -1.85689 -0.21088
O 1.68500 0.07115 1.87861
C 1.85334 2.68611 1.72802
C 2.80284 3.54042 2.26897
C 2.40946 4.77942 2.75824
C 1.07663 5.14775 2.69271
C 0.13415 4.28497 2.14540
C 0.50386 3.03781 1.66051
P -0.70238 1.89307 0.89234
C -1.31740 2.89070 -0.49966
C -2.34946 3.81776 -0.37206
C -2.75762 4.56431 -1.46677
C -2.13582 4.39630 -2.69580
C -1.10244 3.48045 -2.82860
C -0.69668 2.72971 -1.73605
C -2.06141 1.80220 2.08372
C -3.31178 1.36837 1.64134
C -4.33041 1.14254 2.55140
C -4.10941 1.33293 3.90886
C -2.86260 1.74155 4.35494
C -1.83842 1.97060 3.44675
H 3.84282 3.23859 2.30226
H 3.14182 5.45426 3.18023
H 0.76375 6.11439 3.06538
H -0.90530 4.58660 2.09725
H -2.84861 3.94964 0.58004
H -3.56582 5.27620 -1.35948
H -2.45838 4.97721 -3.55008
H -0.61437 3.34415 -3.78478
H 0.11540 2.02065 -1.84665
H -3.48254 1.18755 0.58691
H -5.29490 0.80131 2.19915
H -4.90560 1.14904 4.61840
H -2.68002 1.87539 5.41325
H -0.86458 2.27237 3.81069
O -0.69504 -2.47273 -0.33296
S -1.84067 -1.62459 0.18087
O -3.13250 -2.19816 0.24376
O -1.65959 -0.38440 -0.66180
O -1.22682 -1.17229 1.51079
C 0.58225 -5.55704 -0.87208
Si 2.02079 -4.53988 -0.27818
C 3.63670 -5.40038 -0.62207
C 1.85218 -4.16052 1.53798
N 2.04723 -2.94936 -1.09109
C 1.63389 -2.64624 -2.36857
C 1.15225 -1.38541 -2.74375
C 0.67437 -1.14969 -4.02609
C 0.68100 -2.15076 -4.98017
C 1.20197 -3.39275 -4.63335
C 1.68001 -3.63984 -3.36245
H 0.45784 -6.41163 -0.20091
H 0.68329 -5.93977 -1.88662
H -0.32636 -4.95454 -0.82643
H 3.65837 -6.36732 -0.11200
H 4.48087 -4.80918 -0.26330
H 3.78919 -5.58645 -1.68675
H 1.87186 -5.07752 2.13134
H 0.89137 -3.67478 1.72298
H 2.64716 -3.50488 1.89385
H 1.20923 -0.51736 -2.08877
H 0.29598 -0.16529 -4.27126
H 0.30576 -1.96723 -5.97729
H 1.24090 -4.18535 -5.37027
H 2.09786 -4.60984 -3.13117
```

Calculated values
HOMO level (eV): -7.41
Gap between HOMO and LUMO (eV): 7.037
Spin multiplicity: 1

How positive or negative is each atom? The Löwdin charges in e answer that:
1 Zr 1.757
2 O -0.616
3 S 0.925
4 O -0.401
5 O -0.593
6 C -0.365
7 C -0.080
8 C -0.061
9 C -0.052
10 C -0.067
11 C -0.317
12 P 1.080
13 C -0.336
14 C -0.087
15 C -0.074
16 C -0.079
17 C -0.070
18 C -0.083
19 C -0.362
20 C -0.098
21 C -0.062
22 C -0.077
23 C -0.074
24 C -0.081
25 H 0.108
26 H 0.110
27 H 0.111
28 H 0.113
29 H 0.104
30 H 0.105
31 H 0.105
32 H 0.106
33 H 0.088
34 H 0.111
35 H 0.110
36 H 0.104
37 H 0.104
38 H 0.105
39 O -0.413
40 S 0.330
41 O -0.225
42 O -0.442
43 O -0.443
44 C -0.154
45 Si 0.502
46 C -0.167
47 C -0.154
48 N -0.170
49 C -0.258
50 C -0.053
51 C -0.079
52 C -0.103
53 C -0.082
54 C -0.038
55 H 0.038
56 H 0.027
57 H 0.030
58 H 0.033
59 H 0.034
60 H 0.024
61 H 0.039
62 H 0.027
63 H 0.037
64 H 0.058
65 H 0.104
66 H 0.097
67 H 0.105
68 H 0.088

=====

(3)
DFT (wB97M-V/def2-TZVPD) results for a structure of composition C27H29AuN5O2S2.

The geometry in XYZ format:
```
66
Properties=species:S:1:pos:R:3
Au -0.30732 0.58399 -1.47106
C 2.97296 2.79381 -2.59585
C 3.52506 1.59939 -1.87518
C 4.80304 1.12319 -2.14025
C 5.28806 -0.00050 -1.48897
C 4.48865 -0.65680 -0.56722
C 3.20455 -0.20515 -0.28588
C 2.32489 -0.91947 0.68885
C 2.73949 0.92748 -0.94125
N 1.41376 1.40407 -0.70605
C 1.23956 2.29650 0.29564
O 2.10035 2.77643 1.02866
C -0.20928 2.72368 0.48397
C -0.68428 3.73177 1.30295
C -2.06353 3.91787 1.35984
C -2.93633 3.11016 0.62858
C -2.37846 2.12677 -0.16473
N -1.06831 1.99722 -0.19823
C -3.11415 1.07004 -0.97240
O -4.33950 1.07203 -0.97033
N -2.29592 0.17929 -1.59138
C -2.88909 -1.01722 -2.09410
C -3.34267 -1.97733 -1.19080
C -3.25574 -1.74657 0.29242
C -3.85977 -3.16706 -1.69253
C -3.92714 -3.39732 -3.05659
C -3.49266 -2.41879 -3.93889
C -2.98078 -1.21378 -3.47325
C -2.57358 -0.12947 -4.42575
H 3.74919 3.28015 -3.18815
H 2.56237 3.52461 -1.89728
H 2.16354 2.48515 -3.26299
H 5.41680 1.63961 -2.87010
H 6.28174 -0.37164 -1.71050
H 4.85529 -1.54648 -0.06631
H 2.85218 -1.76783 1.13349
H 1.42587 -1.29510 0.19072
H 1.99858 -0.24773 1.48081
H 0.01842 4.31053 1.88512
H -2.46842 4.69524 1.99579
H -4.01134 3.21590 0.66095
H -2.28456 -1.33339 0.58051
H -3.41050 -2.68363 0.83014
H -4.01217 -1.03179 0.62306
H -4.20602 -3.92129 -0.99365
H -4.32218 -4.33373 -3.43215
H -3.55869 -2.58028 -5.00874
H -2.94819 -0.34280 -5.42883
H -1.48406 -0.04739 -4.46864
H -2.96563 0.83711 -4.10192
C 2.01414 0.51630 4.20622
N 1.27573 -0.69061 3.91522
C 1.68277 -1.97078 4.46049
C 0.60980 -2.91812 3.90915
N -0.46902 -1.98890 3.61063
C -0.00825 -0.70833 3.49921
S -0.87916 0.57628 2.91086
H 3.07230 0.33876 4.01140
H 1.88371 0.81892 5.25071
H 1.66844 1.31491 3.55242
H 1.69197 -1.94866 5.55697
H 2.68426 -2.23166 4.11510
H 0.30326 -3.66113 4.64392
H 0.95931 -3.43439 3.01135
H -1.24822 -2.23963 3.02556
S 0.72491 -0.84243 -2.87072
```

Calculated values
HOMO level (eV): -3.53
Gap between HOMO and LUMO (eV): 5.944
Net charge: -1
Spin multiplicity: 1

How positive or negative is each atom? The Löwdin charges in e answer that:
1 Au 0.889
2 C -0.042
3 C -0.220
4 C -0.059
5 C -0.098
6 C -0.058
7 C -0.230
8 C -0.047
9 C -0.268
10 N -0.058
11 C -0.492
12 O 0.033
13 C -0.220
14 C -0.009
15 C -0.042
16 C 0.014
17 C -0.179
18 N -0.021
19 C -0.480
20 O 0.043
21 N -0.066
22 C -0.222
23 C -0.205
24 C -0.044
25 C -0.065
26 C -0.099
27 C -0.057
28 C -0.223
29 C -0.068
30 H 0.069
31 H 0.073
32 H 0.074
33 H 0.099
34 H 0.090
35 H 0.099
36 H 0.072
37 H 0.050
38 H 0.054
39 H 0.119
40 H 0.105
41 H 0.118
42 H 0.053
43 H 0.068
44 H 0.081
45 H 0.098
46 H 0.090
47 H 0.101
48 H 0.069
49 H 0.011
50 H 0.075
51 C -0.059
52 N -0.182
53 C -0.130
54 C -0.144
55 N 0.016
56 C -0.855
57 S 0.678
58 H 0.093
59 H 0.090
60 H 0.053
61 H 0.120
62 H 0.119
63 H 0.109
64 H 0.117
65 H 0.118
66 S -0.217

=====

(4)
DFT (wB97M-V/def2-TZVPD) results for a structure of composition C27H29BiCl5N6SSi.

The geometry in XYZ format:
```
70
Properties=species:S:1:pos:R:3
Bi -0.97049 -1.14798 -0.52038
S -1.02754 -3.08610 2.04032
C -0.82327 -2.12416 3.43176
N -0.48097 -0.82872 3.54144
C -0.44420 -0.37363 4.93057
C -0.70863 -1.66831 5.72208
N -1.01918 -2.60308 4.67795
H -0.37249 -0.21794 2.75514
H -1.19827 0.42355 5.11822
H 0.49785 0.15175 5.15794
H -1.55349 -1.52544 6.41918
H 0.14722 -1.94197 6.36938
H -1.11216 -3.61404 4.83506
C 3.31604 3.41664 -2.28403
C 2.36353 3.05018 -3.25394
C 1.12199 2.54670 -2.84362
C 0.84726 2.38094 -1.47023
C 1.82355 2.74401 -0.55083
C 3.05791 3.27191 -0.92028
Si -0.75880 1.63641 -0.73580
C -2.26534 2.41675 -1.55252
C -2.91954 3.47193 -0.91390
C -4.02542 4.08761 -1.55691
C -4.47661 3.58552 -2.75675
C -3.82786 2.52803 -3.39736
C -2.70292 1.97435 -2.81627
H 4.26527 3.85245 -2.62487
H 2.58837 3.09925 -4.32165
H 0.43957 2.20787 -3.64229
H 1.64061 2.62408 0.52507
H 3.77239 3.58834 -0.16264
H -0.84297 2.12855 0.69017
H -2.67091 3.77203 0.09046
H -4.54701 4.93223 -1.07442
H -5.39684 4.02250 -3.21915
H -4.15784 2.22714 -4.37073
H -2.22519 1.16714 -3.31482
C 3.03133 -1.16614 -1.77044
N 2.14974 -1.54648 -0.63416
C 2.49622 -0.69990 0.49452
N 3.90353 -0.82545 0.87610
C 4.73216 -0.50728 -0.28076
N 4.44745 -1.36228 -1.42927
C 4.68075 -2.74859 -0.99396
N 3.80271 -3.15462 0.11769
C 2.41327 -2.92998 -0.26265
C 4.16412 -2.25491 1.17961
H 2.85460 -0.14562 -2.06223
H 2.76644 -1.76457 -2.63520
H 1.90381 -1.03750 1.35717
H 2.30791 0.35978 0.24351
H 5.77668 -0.61752 0.03240
H 4.54770 0.54030 -0.51910
H 5.73579 -2.85714 -0.70198
H 4.52512 -3.45381 -1.82621
H 1.81838 -3.16852 0.62658
H 2.14009 -3.58185 -1.09403
H 5.23124 -2.41242 1.41969
H 3.57866 -2.51156 2.08263
Cl -2.87561 -3.20495 -1.91381
C -3.85040 -2.09078 -0.96794
C -3.25422 -1.11767 -0.16382
C -4.04109 -0.30151 0.64173
Cl -3.36282 0.74352 1.87115
C -5.47108 -0.36749 0.55303
Cl -6.49952 0.72644 1.38697
C -6.06783 -1.34448 -0.28280
Cl -7.74079 -1.46374 -0.51854
C -5.25453 -2.28937 -1.00712
Cl -5.94345 -3.62036 -1.82010
```

Calculated values
HOMO level (alpha / beta) (eV): -11.00 / -11.01
Gap between HOMO and LUMO (alpha / beta) (eV): 5.828 / 5.827
Net charge: +1
Spin multiplicity: 1

How positive or negative is each atom? The Löwdin charges in e answer that:
1 Bi 1.344
2 S 0.604
3 C -0.822
4 N 0.029
5 C -0.120
6 C -0.136
7 N 0.014
8 H 0.103
9 H 0.127
10 H 0.125
11 H 0.128
12 H 0.131
13 H 0.160
14 C -0.072
15 C -0.073
16 C -0.097
17 C -0.342
18 C -0.173
19 C -0.082
20 Si 0.565
21 C -0.362
22 C -0.099
23 C -0.070
24 C -0.086
25 C -0.076
26 C -0.120
27 H 0.113
28 H 0.110
29 H 0.107
30 H 0.094
31 H 0.112
32 H -0.033
33 H 0.089
34 H 0.116
35 H 0.125
36 H 0.102
37 H 0.084
38 C -0.146
39 N -0.167
40 C -0.223
41 N -0.077
42 C -0.183
43 N -0.071
44 C -0.164
45 N -0.086
46 C -0.199
47 C -0.189
48 H 0.113
49 H 0.125
50 H 0.106
51 H 0.101
52 H 0.132
53 H 0.118
54 H 0.131
55 H 0.131
56 H 0.097
57 H 0.132
58 H 0.135
59 H 0.129
60 Cl 0.603
61 C -0.721
62 C -0.491
63 C -0.682
64 Cl 0.655
65 C -0.684
66 Cl 0.707
67 C -0.699
68 Cl 0.737
69 C -0.705
70 Cl 0.720

=====

Calculated electronic energy, -1640.98257; -3101.56516; -2402.72872; -4577.78953 Eh (same order as the records).